No. 1
# C44H87BFN8O7

3 unconnected molecules or ions with the total composition C44H87BFN8O7 in a non-equilibrium geometry (wB97M-V/def2-TZVPD, the Open Molecules 2025 dataset).

Atoms and positions in Å:
C -1.67 0.34 5.24
C -2.11 -0.21 3.84
O -1.31 0.48 2.86
B -1.56 0.14 1.56
O -2.87 -0.32 1.24
C -0.48 0.19 0.36
C 0.86 -0.40 0.94
C 1.67 0.54 1.86
C 2.71 -0.34 2.66
C 2.09 -0.66 4.06
C 2.29 -2.12 4.58
O 1.00 -2.78 4.61
C 0.87 -3.59 3.45
N -0.95 -0.77 -0.68
C -0.24 -0.74 -1.86
N 0.59 -1.65 -2.28
C 1.28 -1.55 -3.59
C 2.79 -1.89 -3.54
C 3.27 -1.97 -5.04
C 4.78 -1.62 -5.22
C 4.94 -0.83 -6.56
N 6.15 0.04 -6.58
C 0.90 -2.86 -1.50
C 0.73 -4.16 -2.36
N 0.84 -5.39 -1.57
C -0.44 -5.84 -0.98
C -0.40 -7.40 -0.89
C 1.93 -5.35 -0.66
C 1.85 -5.80 0.81
O 3.00 -4.95 -1.06
N -0.46 0.42 -2.65
C -0.80 1.61 -1.82
N -0.27 2.80 -2.55
C 0.90 2.60 -2.89
O 2.06 2.43 -2.91
C -0.30 1.57 -0.36
C -0.90 2.81 0.36
C -0.14 3.27 1.64
F -0.38 4.66 1.73
H -2.54 0.30 5.93
H -0.81 -0.20 5.66
H -1.47 1.42 5.09
H -3.18 0.02 3.76
H -1.92 -1.30 3.84
H -2.79 -1.29 1.29
H 1.56 -0.72 0.13
H 0.61 -1.31 1.53
H 2.21 1.33 1.30
H 1.07 1.05 2.63
H 3.61 0.28 2.77
H 2.91 -1.27 2.08
H 1.00 -0.47 4.08
H 2.52 0.03 4.81
H 2.61 -2.08 5.64
H 3.01 -2.66 3.95
H -0.19 -3.85 3.25
H 1.33 -3.13 2.56
H 1.41 -4.55 3.63
H -1.23 -1.68 -0.35
H 0.81 -2.28 -4.29
H 1.17 -0.57 -4.06
H 3.40 -1.12 -3.04
H 3.03 -2.86 -3.09
H 2.61 -1.37 -5.68
H 3.09 -3.03 -5.34
H 5.31 -2.58 -5.40
H 5.22 -1.09 -4.37
H 4.05 -0.18 -6.73
H 4.96 -1.52 -7.42
H 6.64 -0.17 -7.44
H 5.81 1.00 -6.64
H 0.28 -3.01 -0.60
H 1.94 -2.75 -1.14
H -0.29 -4.10 -2.78
H 1.41 -4.20 -3.22
H -1.28 -5.62 -1.67
H -0.69 -5.37 -0.01
H -1.35 -7.83 -0.53
H -0.28 -7.74 -1.93
H 0.48 -7.77 -0.35
H 2.26 -6.82 0.90
H 0.86 -5.69 1.29
H 2.55 -5.15 1.36
H -1.26 0.26 -3.26
H -1.90 1.75 -1.81
H 0.80 1.75 -0.41
H -2.00 2.75 0.53
H -0.78 3.68 -0.32
H 0.94 3.16 1.53
H -0.56 2.84 2.56
C -7.99 -2.03 -1.39
C -7.61 -2.92 -0.19
C -8.85 -3.26 0.64
C -9.35 -2.12 1.53
C -8.21 -1.56 2.38
C -7.00 -1.14 1.53
N -6.55 -2.23 0.62
O -5.91 -3.13 1.33
C -7.35 0.13 0.72
C -5.87 -0.69 2.46
C -7.09 -4.22 -0.81
H -7.17 -1.36 -1.68
H -8.22 -2.62 -2.27
H -8.88 -1.42 -1.20
H -8.64 -4.12 1.29
H -9.66 -3.57 -0.02
H -9.80 -1.33 0.93
H -10.14 -2.49 2.19
H -8.57 -0.70 2.95
H -7.90 -2.31 3.11
H -6.53 0.41 0.06
H -7.53 0.97 1.40
H -8.26 0.03 0.13
H -5.58 -1.46 3.18
H -6.17 0.19 3.04
H -4.98 -0.41 1.88
H -6.18 -4.05 -1.40
H -7.85 -4.64 -1.48
H -6.88 -4.99 -0.07
C 3.97 6.40 -1.91
C 4.44 5.40 -0.82
C 3.26 5.02 0.09
C 2.87 6.09 1.11
C 4.10 6.56 1.89
C 5.24 7.02 0.98
N 5.58 6.00 -0.05
O 6.24 5.03 0.52
C 4.85 8.36 0.32
C 6.46 7.37 1.84
C 4.87 4.15 -1.59
H 4.78 7.07 -2.21
H 3.65 5.88 -2.81
H 3.12 7.01 -1.59
H 3.51 4.10 0.64
H 2.39 4.78 -0.53
H 2.39 6.93 0.62
H 2.14 5.68 1.80
H 3.81 7.36 2.57
H 4.44 5.73 2.53
H 5.61 8.68 -0.39
H 4.75 9.14 1.07
H 3.89 8.33 -0.20
H 6.79 6.54 2.46
H 6.22 8.20 2.51
H 7.30 7.69 1.21
H 5.72 4.35 -2.24
H 4.05 3.80 -2.22
H 5.12 3.32 -0.93

Properties
- E: -2817.82771 Eh
- Net charge: +1
- Multiplicity: 3
- Highest occupied orbital energy (spin up / spin down): -10.03 / -10.80 eV



No. 2
# C14H15O4PPb

A molecular structure, C14H15O4PPb in a non-equilibrium geometry (wB97M-V/def2-TZVPD, the Open Molecules 2025 dataset).

Atoms and positions in Å:
Pb -0.22 -0.09 0.82
O -0.51 -3.79 0.77
C -0.62 -2.67 0.96
C -0.12 2.43 0.14
O -0.03 3.48 -0.32
C -2.05 -0.04 -1.02
O -2.74 -0.09 -1.94
C 2.06 0.19 2.17
O 3.19 0.23 2.37
C 2.60 -1.11 -3.19
H 3.34 -1.62 -2.57
H 1.85 -1.73 -3.67
C 2.59 0.22 -3.31
H 1.85 0.73 -3.92
H 3.34 0.84 -2.82
C -3.79 -0.77 1.91
P -2.36 0.29 2.28
C -3.04 1.96 2.13
C -2.10 0.08 4.09
C -1.45 1.08 4.83
C -1.14 0.87 6.17
C -1.44 -0.35 6.78
C -1.97 -1.39 6.02
C -2.28 -1.18 4.68
H -4.10 -0.66 0.86
H -4.62 -0.49 2.58
H -3.53 -1.83 2.06
H -3.92 2.02 2.80
H -2.29 2.70 2.44
H -3.34 2.19 1.09
H -1.17 2.02 4.34
H -0.64 1.67 6.74
H -1.22 -0.50 7.84
H -2.12 -2.38 6.47
H -2.65 -2.02 4.08

Properties
- E: -1376.96038 Eh
- Net charge: +2
- Highest occupied orbital energy: -14.88 eV



No. 3
# C8H12FN5O

C8H12FN5O in the gas phase in a non-equilibrium geometry (wB97M-V/def2-TZVPD, the Open Molecules 2025 dataset).

Atoms and positions in Å:
C -1.71 0.16 0.01
C -0.24 0.15 0.02
C -2.38 -1.16 0.16
C -0.28 -2.23 -0.13
C -3.20 2.29 -0.02
C 2.80 1.95 0.95
C 2.53 0.57 -1.12
C 1.96 0.83 0.31
N 0.31 -1.07 -0.22
N -2.82 1.00 0.09
N -1.61 -2.31 0.20
N 0.55 1.15 0.18
N 0.46 -3.44 -0.24
O -3.65 -1.21 0.21
F -4.58 2.44 -0.04
H -2.73 3.29 0.01
H 2.23 2.91 1.13
H 3.19 1.70 1.96
H 3.69 2.31 0.26
H 3.45 -0.05 -0.94
H 2.64 1.54 -1.69
H 1.71 -0.11 -1.55
H 2.00 -0.10 0.83
H -3.60 0.25 0.21
H -2.01 -3.15 0.45
H 1.31 -3.30 -0.78
H -0.04 -4.42 -0.27

Properties
- Energy above the lowest of the compared OMol25 structures with the same formula, charge and spin: 10.25 kcal/mol
- E: -760.83978 Eh
- Highest occupied orbital energy (spin up / spin down): -7.54 / -7.54 eV



No. 4
# C5H10N2O2

C5H10N2O2 in the gas phase in a non-equilibrium geometry (wB97M-V/def2-TZVPD, the Open Molecules 2025 dataset).

Atoms and positions in Å:
C -0.03 0.54 -0.25
C 0.35 -0.88 -0.20
C -0.72 1.13 0.96
C -1.15 -1.75 -0.26
N -0.57 0.96 -1.46
C 2.45 0.86 0.70
O -1.02 -2.87 -1.02
N 1.71 0.97 -0.32
O -2.20 -1.54 0.32
H -1.88 -3.34 -0.98
H -1.52 1.31 -1.42
H 0.05 1.54 -2.02
H 0.74 -1.22 0.76
H 0.90 -1.25 -1.07
H -0.09 1.04 1.85
H -0.95 2.19 0.83
H -1.65 0.62 1.20
H 2.16 0.33 1.63
H 3.44 1.34 0.74

Properties
- Energy above the lowest of the compared OMol25 structures with the same formula, charge and spin: 68.73 kcal/mol
- E: -456.44467 Eh
- Structure (SMILES): C=N[C@@](C)(N)CC(=O)O
- Highest occupied orbital energy: -8.68 eV



No. 5
# H12O6

6 unconnected molecules or ions with the total composition H12O6 in a non-equilibrium geometry (wB97M-V/def2-TZVPD, the Open Molecules 2025 dataset).

Atoms and positions in Å:
O 0.27 1.58 1.61
H -0.47 1.46 1.02
H 0.03 2.32 2.16
O 1.80 -0.70 0.85
H 2.43 -1.10 0.25
H 1.96 0.24 0.77
O -0.71 -0.71 -0.21
H 0.07 -0.64 0.33
H -0.58 -0.09 -0.92
O -1.13 0.35 -3.13
H -1.70 -0.06 -2.48
H -1.73 0.71 -3.78
O -0.98 -2.51 2.25
H -1.48 -2.35 3.05
H -0.60 -1.66 2.02
O 0.57 0.97 -1.34
H 1.28 1.10 -1.97
H 0.98 1.08 -0.49

Properties
- Energy above the lowest of the compared OMol25 structures with the same formula, charge and spin: 46.16 kcal/mol
- E: -458.59892 Eh
- Structure (SMILES): O.O.O.O.O.O
- Highest occupied orbital energy: -10.41 eV



No. 6
# C48H69N5O10S4Si4SrTe

A molecular structure, C48H69N5O10S4Si4SrTe in a non-equilibrium geometry (wB97M-V/def2-TZVPD, the Open Molecules 2025 dataset).

Atoms and positions in Å:
Sr 0.48 0.36 -2.10
C -0.02 -4.13 2.47
C 0.12 -4.86 1.12
S -0.87 -4.27 -0.26
C -2.56 -4.65 0.25
C -3.21 -3.76 1.32
S -3.15 -2.00 0.91
C -2.64 -1.22 2.45
C -1.51 -1.87 3.26
S 0.00 -2.32 2.37
H 0.82 -4.45 3.10
H -0.92 -4.46 2.98
H -0.07 -5.93 1.29
H 1.14 -4.77 0.76
H -2.62 -5.69 0.57
H -3.13 -4.57 -0.67
H -2.73 -3.91 2.28
H -4.25 -4.09 1.43
H -3.49 -1.08 3.13
H -2.30 -0.23 2.14
H -1.87 -2.77 3.77
H -1.24 -1.16 4.04
O 1.33 0.94 -5.87
C 1.11 1.30 -4.73
O -0.04 1.30 -4.13
C 2.36 1.78 -3.79
O 3.45 1.94 -4.30
O 2.07 1.94 -2.53
O 3.16 -5.75 -5.45
C 2.00 -5.07 -5.89
C 1.76 -3.84 -5.06
C 0.72 -2.99 -5.39
C 0.46 -1.89 -4.60
N 1.19 -1.63 -3.51
C 2.22 -2.41 -3.21
C 2.53 -3.54 -3.96
C 3.07 -1.99 -2.02
C 4.25 -2.66 -1.70
C 5.06 -2.16 -0.69
C 6.30 -2.88 -0.27
O 6.00 -4.05 0.49
C 4.65 -1.01 -0.04
C 3.43 -0.44 -0.37
N 2.65 -0.93 -1.32
H 3.19 -6.61 -5.87
H 1.12 -5.72 -5.82
H 2.10 -4.77 -6.94
H 0.10 -3.17 -6.26
H -0.33 -1.19 -4.82
H 3.36 -4.19 -3.70
H 4.55 -3.54 -2.24
H 6.95 -2.21 0.31
H 6.86 -3.23 -1.14
H 5.35 -3.80 1.16
H 5.26 -0.56 0.74
H 3.04 0.43 0.15
C -3.95 7.99 -1.77
C -3.10 6.76 -1.59
C -2.12 6.71 -0.62
C -1.32 5.58 -0.47
C -0.22 5.58 0.56
C -1.56 4.47 -1.29
C -0.73 3.25 -1.11
O -1.17 2.14 -1.37
C -2.53 4.50 -2.29
C -2.78 3.37 -3.26
C -3.29 5.66 -2.42
H -3.75 8.73 -1.00
H -5.01 7.75 -1.74
H -3.75 8.46 -2.74
H -1.95 7.56 0.03
H -0.29 6.48 1.18
H 0.76 5.57 0.09
H -0.26 4.70 1.22
H 0.32 3.38 -0.81
H -1.89 2.79 -3.50
H -3.19 3.78 -4.18
H -3.52 2.68 -2.85
H -4.03 5.70 -3.21
C 1.70 -1.12 5.60
Si 2.91 -0.08 4.61
C 4.28 0.42 5.81
C 3.68 -1.20 3.30
Si 1.90 1.79 3.64
Te 0.41 1.35 1.80
Si 3.63 3.24 3.11
C 5.08 2.33 2.33
C 4.29 4.13 4.63
C 3.07 4.53 1.87
Si 0.62 2.75 5.33
C -0.94 1.74 5.59
C 0.07 4.47 4.81
C 1.48 2.90 7.00
H 2.22 -2.00 5.99
H 0.88 -1.46 4.97
H 1.28 -0.57 6.44
H 4.69 -0.49 6.26
H 3.92 1.07 6.61
H 5.09 0.95 5.31
H 3.95 -2.15 3.77
H 4.57 -0.75 2.87
H 2.97 -1.39 2.50
H 5.50 1.55 2.98
H 5.88 3.04 2.09
H 4.77 1.85 1.39
H 4.60 3.45 5.42
H 3.53 4.80 5.05
H 5.15 4.74 4.34
H 2.71 4.06 0.95
H 3.91 5.18 1.63
H 2.25 5.14 2.27
H -1.51 1.69 4.67
H -1.55 2.20 6.37
H -0.72 0.71 5.90
H -0.56 4.41 3.92
H 0.91 5.13 4.56
H -0.50 4.94 5.62
H 1.73 1.92 7.41
H 0.80 3.39 7.69
H 2.41 3.48 6.96
O -5.78 -5.80 -6.36
S -7.09 -5.71 -5.76
O -8.19 -5.57 -6.69
O -7.33 -6.66 -4.68
C -7.07 -4.12 -4.86
N -8.24 -3.55 -4.59
C -8.20 -2.46 -3.83
C -7.03 -1.91 -3.36
C -5.86 -2.55 -3.75
N -5.88 -3.65 -4.49
C -4.51 -2.06 -3.34
C -3.43 -2.94 -3.35
C -2.19 -2.47 -2.94
N -1.96 -1.23 -2.53
C -2.99 -0.39 -2.54
C -4.27 -0.75 -2.93
H -9.16 -2.01 -3.59
H -7.02 -1.04 -2.71
H -3.57 -3.95 -3.69
H -1.34 -3.15 -2.93
H -2.79 0.63 -2.22
H -5.05 -0.01 -2.93

Properties
- Energy above the lowest of the compared OMol25 structures with the same formula, charge and spin: 0.00 kcal/mol
- E: -5946.51417 Eh
- Net charge: -2
- Highest occupied orbital energy: -3.07 eV



No. 7
# C10H22

A molecular structure, C10H22 in a non-equilibrium geometry (wB97M-V/def2-TZVPD, the Open Molecules 2025 dataset).

Atoms and positions in Å:
C 1.73 0.71 3.90
C 0.78 -0.58 3.75
C -0.63 -0.06 3.87
C -0.55 1.59 4.06
C 0.79 1.84 3.46
C -0.36 -0.56 -3.41
C -0.50 -0.69 -4.80
C -0.83 -1.90 -2.70
C -1.32 0.35 -2.74
C 1.07 -0.30 -3.06
H 1.80 0.76 4.99
H 2.56 0.59 3.39
H 1.10 -1.00 4.74
H 1.13 -1.41 2.99
H -1.03 -0.65 4.58
H -1.09 0.12 2.85
H -0.73 1.92 5.04
H -1.37 1.95 3.37
H 1.60 2.71 3.61
H 0.72 1.84 2.40
H 0.79 -0.86 -5.18
H -1.43 -1.42 -5.17
H -0.92 0.49 -5.32
H -1.70 -1.61 -1.58
H -1.59 -2.19 -3.76
H 0.07 -2.50 -2.66
H -1.47 0.45 -1.64
H -2.14 -0.09 -3.13
H -0.91 1.28 -3.17
H 1.77 0.39 -3.90
H 0.99 0.29 -1.99
H 1.67 -1.45 -2.78

Properties
- Energy above the lowest of the compared OMol25 structures with the same formula, charge and spin: 238.76 kcal/mol
- E: -393.84507 Eh
- Highest occupied orbital energy: -9.86 eV



No. 8
# C5H5N

C5H5N in the gas phase in a non-equilibrium geometry (wB97M-V/def2-TZVPD, the Open Molecules 2025 dataset).

Atoms and positions in Å:
C 2.13 0.05 0.18
C -2.05 0.22 0.14
C -3.23 0.40 0.36
C -0.39 -0.15 -0.13
C 1.09 -0.54 0.72
N 3.02 0.79 -0.16
H 3.31 0.58 -1.10
H -4.29 0.54 0.37
H -0.46 -1.10 -0.81
H 0.00 0.67 -0.90
H 0.88 -1.45 1.33

Properties
- Energy above the lowest of the compared OMol25 structures with the same formula, charge and spin: 131.28 kcal/mol
- E: -248.06583 Eh
- Structure (SMILES): C#CCC=C=N
- Highest occupied orbital energy: -9.28 eV



No. 9
# C2FLiO

A molecular structure, C2FLiO in a non-equilibrium geometry (wB97M-V/def2-TZVPD, the Open Molecules 2025 dataset).

Atoms and positions in Å:
C 0.23 -1.00 1.20
C 0.44 0.01 0.25
O -0.83 -0.30 -0.04
F 1.35 -0.40 -0.71
Li -1.18 1.69 -0.70

Properties
- E: -258.62182 Eh
- Highest occupied orbital energy (spin up / spin down): -7.22 / -7.48 eV



No. 10
# C27H24BrNO8PS

5 unconnected molecules or ions with the total composition C27H24BrNO8PS in a non-equilibrium geometry (wB97M-V/def2-TZVPD, the Open Molecules 2025 dataset).

Atoms and positions in Å:
C -0.33 -3.24 0.24
C -0.78 -1.79 -0.43
C -1.73 -0.88 0.54
Br -2.03 0.92 -0.34
N -3.00 -1.54 1.02
P -3.74 -2.58 -0.23
S -5.71 -2.40 -0.15
H -0.60 -4.14 -0.50
H 0.84 -3.24 0.43
H -0.86 -3.34 1.28
H -1.20 -1.92 -1.54
H 0.24 -1.19 -0.57
H -1.08 -0.64 1.52
H -3.45 -3.96 0.14
H -3.36 -2.26 -1.59
C 2.35 1.79 4.33
C 2.64 1.48 3.06
C 1.61 1.50 2.01
O 1.88 1.22 0.85
C 0.24 1.87 2.41
C -0.06 2.18 3.67
C 0.97 2.16 4.73
O 0.70 2.45 5.89
H 3.09 1.78 5.11
H 3.65 1.21 2.75
H -0.51 1.88 1.62
H -1.06 2.46 3.98
C -4.17 4.40 5.97
C -3.31 4.07 5.00
C -3.79 3.68 3.66
O -3.01 3.37 2.77
C -5.25 3.66 3.43
C -6.10 3.99 4.40
C -5.63 4.39 5.74
O -6.41 4.69 6.63
H -3.83 4.69 6.96
H -2.24 4.08 5.15
H -5.58 3.37 2.44
H -7.18 3.99 4.25
C -0.01 -0.89 -3.99
C 1.19 -0.51 -4.41
C 1.72 -0.95 -5.72
O 2.83 -0.61 -6.11
C 0.86 -1.83 -6.54
C -0.35 -2.21 -6.11
C -0.87 -1.77 -4.80
O -1.98 -2.12 -4.41
H -0.42 -0.57 -3.03
H 1.84 0.14 -3.83
H 1.26 -2.15 -7.49
H -0.99 -2.86 -6.70
C 4.79 -1.35 -1.52
C 5.99 -0.97 -1.94
C 6.52 -1.41 -3.25
O 7.63 -1.06 -3.64
C 5.66 -2.29 -4.06
C 4.45 -2.67 -3.64
C 3.93 -2.23 -2.33
O 2.82 -2.58 -1.94
H 4.38 -1.03 -0.56
H 6.64 -0.32 -1.36
H 6.06 -2.61 -5.02
H 3.81 -3.32 -4.22

Properties
- E: -5013.34181 Eh
- Net charge: -1
- Highest occupied orbital energy: -3.99 eV